(a)
12
Properties=species:S:1:pos:R:3 method="wB97M-V/def2-TZVPD" homo_lumo_gap_ev=7.2744 e_homo_ev=-8.077 smiles="S=C(S)c1c[nH]cn1"
S 0.726 1.766 1.419
C 0.497 0.573 0.248
S 1.855 0.662 -1.039
C -0.419 -0.391 0.004
C -0.635 -1.157 -1.166
N -1.621 -1.999 -0.851
C -2.164 -1.499 0.401
N -1.462 -0.516 0.951
H 1.967 -0.831 -0.890
H -0.176 -0.933 -2.079
H -2.104 -2.512 -1.458
H -3.068 -2.136 0.724


(b)
12
Properties=species:S:1:pos:R:3 method="wB97M-V/def2-TZVPD" homo_lumo_gap_ev="7.4921 / 7.4892" e_homo_ev="-7.349 / -7.348"
C -0.775 0.093 2.052
C -0.441 -1.201 2.264
C 1.302 0.971 -3.659
C 0.158 -0.539 0.011
N 1.653 0.182 -2.890
N -0.537 0.435 0.697
S 0.363 -1.985 0.907
S -1.019 1.831 -0.017
H -1.549 0.580 2.656
H -0.604 -1.829 3.125
H 0.965 1.751 -4.255
H 0.485 -0.288 -0.891


(c)
12
Properties=species:S:1:pos:R:3 method="wB97M-V/def2-TZVPD" homo_lumo_gap_ev=6.8057 e_homo_ev=-7.912 smiles="NC1=CC(=S)C(=S)N1"
N 1.783 -1.129 -0.030
C 0.582 -0.414 0.002
C 0.318 0.628 0.884
C -0.904 1.213 0.571
S -1.707 2.609 0.866
C -1.462 0.298 -0.560
S -2.841 0.340 -1.301
N -0.494 -0.590 -0.743
H 2.064 -1.822 -0.635
H 2.428 -0.883 0.771
H 0.877 1.013 1.772
H -0.644 -1.263 -1.596


Stability order, top to bottom: (c), (a), (b)